No. 1
The following is a DFT calculation (ωB97M-V/def2-TZVPD) of 2 unconnected molecules or ions with the total composition C7H16BFN3O5 at a distorted geometry.

Values from the calculation:
Energy ... -25624.512 eV
Total charge ... -1
E_HOMO ... -4.3 eV
Strongest force on any atom ... 1.44 eV/A

Each line ends with the Löwdin charge.
Positions of all 33 atoms, in Å:
C: 4.303 2.895 -0.453  -0.11
N: 3.621 1.623 -0.633  -0.14
C: 4.439 0.528 -0.143  -0.12
B: 2.265 1.633 -0.016  -0.67
O: 2.113 2.209 1.216  0.17
N: 1.182 1.056 -0.784  0.23
C: -0.163 1.092 -0.242  -0.50
O: -0.329 0.323 0.902  0.04
F: -0.938 0.461 -1.231  0.01
C: -0.747 2.547 -0.031  -0.67
O: -0.689 2.993 1.120  -0.02
O: -1.202 3.047 -1.073  -0.04
H: 3.640 3.710 -0.727  0.09
H: 5.144 2.939 -1.148  0.08
H: 4.693 3.042 0.559  0.08
H: 4.031 -0.419 -0.488  0.08
H: 5.438 0.621 -0.571  0.07
H: 4.570 0.529 0.948  0.08
H: 1.703 1.627 1.860  0.11
H: 1.395 0.084 -0.997  0.13
H: 0.043 -0.551 0.735  0.08
C: -2.989 -4.024 0.208  -0.02
C: -2.670 -2.563 0.444  -0.54
O: -1.580 -2.180 0.822  0.04
N: -3.652 -1.655 0.210  0.02
C: -5.006 -1.886 -0.241  -0.08
H: -2.103 -4.607 0.437  0.08
H: -3.804 -4.353 0.855  0.08
H: -3.267 -4.197 -0.832  0.08
H: -3.354 -0.702 0.373  0.15
H: -5.180 -1.372 -1.188  0.08
H: -5.720 -1.505 0.492  0.08
H: -5.188 -2.947 -0.383  0.07

***

No. 2
The following is a DFT calculation (ωB97M-V/def2-TZVPD) of C4H9N3O in the gas phase at a distorted geometry.

Values from the calculation:
Energy ... -10809.087 eV
SMILES ... [H]/N=C\N(N)/C=C\CO
Total charge ... 0
E_HOMO ... -8.4 eV
Relative energy (zero: lowest compared OMol25 entry of this formula, charge and spin) ... 77.8 kcal per mole
Strongest force on any atom ... 2.53 eV/A

Each line ends with the Löwdin charge.
Positions of all 17 atoms, in Å:
H: -0.392 1.378 -1.291  0.08
N: 0.392 1.890 -0.775  0.07
C: 1.167 1.134 -0.132  -0.27
N: 1.076 -0.263 -0.006  -0.20
N: 2.131 -0.972 0.605  0.05
C: 0.150 -1.115 -0.596  -0.13
C: -1.189 -1.108 -0.650  -0.07
C: -2.149 -0.283 0.238  -0.26
O: -1.511 0.686 1.041  -0.08
H: 1.956 1.442 0.550  0.12
H: 2.115 -0.823 1.625  0.10
H: 3.016 -0.598 0.231  0.09
H: 0.698 -1.969 -0.981  0.11
H: -1.662 -1.778 -1.386  0.10
H: -2.910 0.138 -0.493  0.12
H: -2.694 -0.998 0.951  0.14
H: -1.099 1.372 0.532  0.02

***

No. 3
The following is a DFT calculation (ωB97M-V/def2-TZVPD) of a molecular structure, C23H44GeN5O7P2Ti.

Values from the calculation:
Energy ... -144563.462 eV
Total charge ... +1
E_HOMO ... -10.6 eV
Relative energy (zero: lowest compared OMol25 entry of this formula, charge and spin) ... 4.6 kcal per mole
Strongest force on any atom ... 0.56 eV/A

Each line ends with the Löwdin charge.
Positions of all 83 atoms, in Å:
Ti: 0.099 0.493 0.003  0.96
C: 4.472 0.765 -1.020  0.02
C: 3.050 0.373 -0.756  -0.26
N: 2.295 0.885 0.144  -0.07
C: 2.711 2.000 0.979  -0.17
C: 1.676 3.095 0.791  -0.14
N: 0.328 2.520 0.960  -0.11
C: -0.194 2.624 2.331  -0.16
C: -1.510 1.884 2.351  -0.16
N: -1.253 0.514 1.877  -0.14
C: -2.508 -0.219 1.614  -0.16
C: -2.241 -1.503 0.835  -0.15
N: -1.029 -1.382 0.025  -0.03
C: -0.781 -2.252 -0.884  -0.26
C: -1.645 -3.424 -1.214  0.02
C: 0.482 -2.014 -1.597  -0.19
C: 1.015 -2.803 -2.601  0.04
C: 2.268 -2.485 -3.103  0.00
C: 2.977 -1.434 -2.546  0.04
C: 2.393 -0.684 -1.537  -0.21
N: 1.145 -0.952 -1.118  0.01
H: 5.006 0.957 -0.093  0.09
H: 4.497 1.672 -1.630  0.12
H: 5.008 -0.013 -1.554  0.08
H: 3.700 2.379 0.730  0.12
H: 2.725 1.657 2.016  0.09
H: 1.744 3.498 -0.217  0.12
H: 1.843 3.906 1.502  0.14
H: -0.303 3.017 0.327  0.10
H: -0.323 3.667 2.631  0.14
H: 0.524 2.160 3.014  0.12
H: -2.207 2.350 1.651  0.14
H: -1.965 1.886 3.344  0.14
H: -0.755 0.025 2.613  0.04
H: -3.140 0.439 1.026  0.12
H: -3.024 -0.446 2.550  0.14
H: -3.105 -1.711 0.202  0.14
H: -2.107 -2.350 1.510  0.12
H: -2.214 -3.761 -0.352  0.09
H: -1.055 -4.261 -1.580  0.09
H: -2.350 -3.133 -1.997  0.11
H: 0.464 -3.646 -2.992  0.12
H: 2.699 -3.070 -3.903  0.13
H: 3.970 -1.201 -2.899  0.12
O: -2.487 -0.406 -2.559  -0.11
P: -2.447 1.110 -2.009  0.25
O: -3.761 1.742 -2.004  -0.23
O: -1.692 0.985 -0.676  -0.37
O: -1.409 1.805 -3.029  -0.22
P: -0.052 2.550 -2.575  0.25
O: -0.585 3.726 -1.596  -0.12
O: 0.685 3.046 -3.730  -0.23
O: 0.650 1.611 -1.587  -0.35
H: -3.218 -0.493 -3.187  0.10
H: -0.850 4.507 -2.100  0.11
C: 3.722 -5.409 0.672  -0.11
C: 4.352 -4.324 1.538  -0.26
C: 3.334 -3.348 2.129  -0.29
C: 2.555 -2.576 1.062  -0.33
Ge: 1.386 -1.184 1.812  0.96
C: 0.247 -2.212 3.083  -0.33
C: 0.949 -2.480 4.434  -0.28
C: 0.407 -1.641 5.593  -0.26
C: 0.597 -0.137 5.429  -0.11
H: 4.470 -6.130 0.343  0.07
H: 3.255 -4.991 -0.222  0.06
H: 2.956 -5.955 1.228  0.08
H: 5.085 -3.763 0.950  0.11
H: 4.906 -4.791 2.356  0.11
H: 3.853 -2.648 2.791  0.10
H: 2.631 -3.905 2.756  0.10
H: 1.901 -3.262 0.512  0.06
H: 3.247 -2.147 0.333  0.06
H: 2.272 -0.309 2.748  -0.01
H: 0.067 -3.152 2.552  0.07
H: -0.742 -1.787 3.268  0.04
H: 2.026 -2.314 4.357  0.08
H: 0.826 -3.534 4.695  0.11
H: 0.904 -1.952 6.514  0.11
H: -0.656 -1.866 5.727  0.11
H: 1.649 0.116 5.288  0.07
H: 0.229 0.405 6.300  0.08
H: 0.049 0.244 4.563  0.04

***

No. 4
The following is a DFT calculation (ωB97M-V/def2-TZVPD) of C6H5NO2 in the gas phase at a distorted geometry.

Values from the calculation:
Energy ... -11884.124 eV
SMILES ... O=C(O)c1ccncc1
Total charge ... 0
E_HOMO ... -9.9 eV
Relative energy (zero: lowest compared OMol25 entry of this formula, charge and spin) ... 101.9 kcal per mole
Strongest force on any atom ... 13.47 eV/A

Each line ends with the Löwdin charge.
Positions of all 14 atoms, in Å:
O: 2.532 -0.648 -0.968  0.17
C: 1.854 -0.144 -0.153  -0.45
O: 2.451 0.577 0.912  0.07
C: 0.373 -0.083 -0.045  -0.14
C: -0.354 -1.218 0.225  0.05
C: -1.760 -1.107 0.218  -0.11
N: -2.456 0.019 -0.018  0.09
C: -1.605 1.145 -0.268  0.01
C: -0.184 1.115 -0.341  0.05
H: 3.401 0.353 0.693  0.14
H: 0.245 -1.856 0.360  0.01
H: -2.397 -1.941 0.125  0.09
H: -2.177 1.826 -0.227  -0.01
H: 0.077 1.961 -0.514  0.03

***

No. 5
The following is a DFT calculation (ωB97M-V/def2-TZVPD) of a molecular structure, C12H24NaO11 at a distorted geometry.

Values from the calculation:
Energy ... -39771.407 eV
Total charge ... -1
E_HOMO ... -2.2 eV
Relative energy (zero: lowest compared OMol25 entry of this formula, charge and spin) ... 0.0 kcal per mole
Strongest force on any atom ... 2.16 eV/A

Each line ends with the Löwdin charge.
Positions of all 48 atoms, in Å:
Na: -0.738 1.281 0.831  0.43
C: -3.843 -0.183 -0.377  -0.45
O: -3.312 0.503 0.704  -0.42
H: -3.075 -0.376 -1.164  0.01
H: -4.251 -1.167 -0.078  0.03
H: -4.614 0.428 -0.886  0.03
C: -0.346 3.724 2.909  -0.44
O: -1.334 2.807 2.675  -0.39
H: 0.322 3.908 2.033  0.03
H: -0.760 4.724 3.171  0.04
H: 0.370 3.552 3.753  0.03
C: 1.270 -3.576 -3.629  -0.02
C: 0.064 -3.157 -2.804  -0.32
C: 0.041 -3.567 -1.338  -0.08
O: -0.314 -2.354 -0.676  0.08
C: -0.148 -1.311 -1.487  -0.53
O: -0.179 -0.183 -1.129  0.17
O: 0.047 -1.730 -2.767  0.09
H: 1.150 -3.324 -4.679  0.08
H: 1.363 -4.664 -3.591  0.09
H: 2.131 -3.071 -3.190  0.09
H: -0.822 -3.589 -3.281  0.15
H: 1.014 -3.882 -0.947  0.13
H: -0.696 -4.330 -1.106  0.14
C: -0.609 2.011 -3.590  -0.04
O: 0.653 2.561 -3.268  0.03
C: 0.860 2.778 -1.979  -0.61
O: 0.031 2.712 -1.118  0.14
O: 2.110 3.166 -1.785  0.01
C: 2.512 3.593 -0.508  -0.05
H: -0.962 1.342 -2.805  0.08
H: -0.533 1.400 -4.488  0.09
H: -1.404 2.743 -3.733  0.10
H: 1.910 4.449 -0.202  0.10
H: 3.538 3.955 -0.600  0.09
H: 2.568 2.815 0.253  0.10
C: 0.264 0.847 4.494  -0.04
O: 0.384 -0.575 4.587  0.02
C: 0.403 -1.215 3.448  -0.64
O: 0.051 -0.738 2.405  0.14
O: 0.776 -2.472 3.600  0.00
C: 0.863 -3.268 2.416  -0.03
H: -0.765 1.105 4.238  0.09
H: 0.956 1.329 3.803  0.08
H: 0.518 1.267 5.467  0.09
H: 1.615 -2.822 1.768  0.10
H: -0.081 -3.170 1.876  0.09
H: 1.004 -4.279 2.774  0.09

***

Among the records above, which one has the highest E_HOMO?
C12H24NaO11

***

Which of these has the highest energy?
C4H9N3O